A structure of composition C6H14O5PtSSe2, computed with ωB97M-V with the def2-TZVPD basis set.

For the HOMO energy (spin up / spin down), the calculation gives -16.5670 / -18.0238 eV. For the relative energy (zero: lowest compared OMol25 entry of this formula, charge and spin), the calculation gives 6.6 kJ/mol. The total charge is +2. The calculation puts the electronic energy at -161439.1447 eV. As for the expectation value of S²: 6.017. As for the spin multiplicity: 5.

Last column: Löwdin charge in e.
CARTESIAN COORDINATES (ANGSTROEM)
Pt: -0.0743 -2.1100 -0.2060  1.293
C: -1.3225 2.5837 1.4644  -0.285
Se: -2.3005 1.2617 0.4323  1.325
C: -1.6577 1.4101 -1.4461  -0.427
C: -0.2147 1.0891 -1.6254  -0.474
Se: 0.1325 -0.6809 -2.3971  1.144
C: 2.1049 -0.5565 -2.3713  -0.278
H: -0.6859 3.2552 0.7592  0.108
H: -0.7503 2.0109 2.1711  0.016
H: -2.0901 3.1520 2.0248  0.062
H: -1.9636 2.3939 -1.7640  0.093
H: -2.3049 0.7264 -2.0352  0.083
H: 0.3848 1.0651 -0.7701  -0.002
H: 0.2539 1.8474 -2.2461  0.111
H: 2.5188 -1.2503 -3.1192  0.058
H: 2.4896 -0.7838 -1.3044  0.053
H: 2.4264 0.4329 -2.6489  0.046
O: -1.4905 -3.6712 -0.1874  -0.094
C: -2.4832 -2.9584 -0.5932  -0.348
O: -2.2457 -1.7362 -0.9333  -0.171
H: -3.4567 -3.4767 -0.6854  0.178
C: 2.0003 -0.6270 3.0224  -0.085
S: 1.2849 -0.3516 1.4304  0.452
O: -0.2107 -0.6236 1.3913  -0.473
O: 1.5347 0.9753 0.9666  -0.263
O: 1.8044 -1.4014 0.5617  -0.434
H: 1.5890 0.2271 3.7594  0.155
H: 3.0389 -0.6186 2.8970  0.063
H: 1.6880 -1.5846 3.4522  0.092